ORCA calculation (ωB97M-V/def2-TZVPD) on a structure of composition C6H12LiO10P in a non-equilibrium geometry.

HOMO in eV: 1.586
LUMO level in eV: 4.457
Total charge: -2
Relative energy (zero: lowest compared OMol25 entry of this formula, charge and spin) in eV: 0.000
HOMO-LUMO gap in hartree: 0.1055
Electronic energy in eV: -36384.7800

Atoms and positions in Å:
Li -0.5210 0.4158 0.2196
P -3.1849 0.5672 0.2838
O -2.1685 -0.4766 0.6554
O -1.9769 1.5904 -0.0914
O -3.9366 1.0075 1.4185
O -3.9731 0.2465 -0.9074
C 2.5862 -1.2894 -2.5307
O 1.5456 -0.9883 -3.3556
C 0.4579 -0.4021 -2.7827
O 0.5273 -0.1643 -1.5836
O -0.4869 -0.1270 -3.6111
C -1.6530 0.4691 -3.0954
H 2.2039 -1.9126 -1.9113
H 3.0660 -0.3661 -2.1699
H 3.2228 -1.9772 -3.0796
H -1.4030 1.6166 -3.0405
H -1.8099 0.4604 -2.1494
H -2.5414 0.3051 -3.6109
C -0.8459 1.7274 2.8484
O 0.1683 0.8696 3.4815
C 0.9040 0.1158 2.6568
O 1.0501 0.2378 1.4364
O 1.8801 -0.6969 3.3330
C 2.5213 -1.6028 2.4441
H -1.9439 1.1330 2.5825
H -0.5731 2.4924 2.0147
H -1.1324 2.4338 3.7394
H 3.0578 -2.4154 3.0142
H 3.1289 -1.1173 1.7749
H 1.8302 -2.1526 2.0165